1.
20
Properties=species:S:1:pos:R:3:forces:R:3:mulliken_charge:R:1 method="wB97M-V/def2-TZVPD" e_homo_ev=-11.93 lumo_ha=-0.31905 charge=+1 e_tot_ev=-9942.3449
O 2.424 -0.207 0.129 -1.169 -0.134 -1.065 -0.307
C 1.359 -0.657 0.505 2.748 0.737 3.074 -0.287
C 0.116 -0.471 -0.189 -1.335 -2.026 -1.927 0.302
C -1.063 -1.233 0.148 0.630 -0.316 -0.214 -0.532
C -2.246 -0.360 0.816 -0.185 1.694 -1.089 -0.589
C -3.764 1.000 -0.701 0.563 -0.377 0.386 -0.761
C -2.572 0.749 -0.166 0.654 0.070 1.183 -0.006
N 5.443 0.730 -0.192 -0.880 -0.874 0.192 -0.640
H 1.403 -1.092 1.519 -0.736 -0.475 -0.311 0.397
H 0.267 -0.030 -1.175 -0.508 0.679 0.189 0.431
H -0.807 -2.085 0.794 -0.031 0.473 0.275 0.407
H -1.577 -1.606 -0.743 0.249 0.274 -0.288 0.333
H -3.128 -0.953 0.948 -0.061 -0.797 0.528 0.410
H -1.797 0.057 1.705 -0.336 -0.167 0.538 0.319
H -3.844 1.801 -1.437 -0.466 -0.139 0.447 0.284
H -4.610 0.392 -0.348 0.208 0.302 -0.792 0.238
H -1.706 1.417 -0.215 -0.340 0.156 -0.908 0.310
H 5.697 1.694 -0.056 0.216 0.009 -0.439 0.222
H 4.461 0.633 -0.434 0.298 0.384 0.198 0.245
H 5.941 0.222 -0.908 0.479 0.526 0.023 0.224

=====

2.
20
Properties=species:S:1:pos:R:3:forces:R:3:mulliken_charge:R:1 method="wB97M-V/def2-TZVPD" e_homo_ev="-13.17 / -12.59" lumo_ha="-0.18683 / -0.22694" charge=+1 e_tot_ev=-9941.9047
C -2.026 -0.850 -0.937 -1.756 -0.256 -0.704 -0.377
C -1.402 0.338 -0.998 0.011 1.166 -1.156 -0.263
C -2.027 -1.370 0.455 -0.435 0.959 2.155 -0.404
C -1.095 -0.338 1.271 1.319 -1.518 -0.835 -0.590
C 3.062 -0.716 -0.253 0.091 0.787 -0.337 -0.806
C 0.689 2.440 -0.177 -0.701 -1.042 0.722 -0.261
N -0.742 0.566 0.186 1.294 1.342 1.746 0.327
O 0.066 1.609 0.601 -1.379 -1.005 -0.957 -0.132
H -2.685 -1.417 -1.667 1.117 1.440 0.620 0.354
H -1.477 1.221 -1.643 0.244 -0.933 -0.465 0.410
H -3.109 -1.367 0.931 2.166 -0.168 -1.149 0.320
H -1.612 -2.358 0.449 0.026 -0.684 0.493 0.315
H -1.590 0.246 2.012 -0.554 0.092 0.739 0.300
H -0.103 -0.734 1.682 -1.637 0.102 -0.418 0.276
H 4.096 -0.587 0.122 -0.522 -0.099 -0.806 0.304
H 2.600 -1.503 0.315 -0.451 -0.125 0.298 0.223
H 2.892 -0.892 -1.314 0.951 -0.655 -0.097 0.292
H 2.541 0.241 -0.205 -0.105 0.098 0.936 0.021
H 1.133 3.228 0.381 0.431 0.484 0.187 0.314
H 0.789 2.244 -1.210 -0.110 0.015 -0.972 0.377

=====

3.
20
Properties=species:S:1:pos:R:3:forces:R:3:mulliken_charge:R:1 method="wB97M-V/def2-TZVPD" e_homo_ev=-15.59 lumo_ha=-0.10690 charge=+1 e_tot_ev=-9944.4157 smiles=CC[C@]1(O)[NH2+]C12CC2
C -2.123 1.326 -1.050 1.162 -2.549 -2.130 -1.209
C -1.013 0.215 -1.107 1.069 -0.531 1.505 -0.803
C -0.370 -0.248 0.359 -3.450 0.689 -3.306 1.209
O -1.346 -0.557 1.254 -1.174 -0.164 -0.146 -0.537
N 0.557 0.741 0.917 2.070 0.166 -1.038 -0.368
C 0.928 -0.777 0.669 1.204 1.571 0.393 -0.174
C 1.707 -1.450 1.733 0.768 2.253 0.446 -0.757
C 2.244 -1.359 0.313 0.827 -1.783 -0.823 -0.409
H -2.614 1.426 -0.169 -1.114 0.418 2.977 0.406
H -1.726 2.218 -1.385 1.104 2.070 -0.063 0.369
H -2.924 1.202 -1.763 -0.136 -0.846 -0.429 0.371
H -1.248 -0.698 -1.631 -0.786 -0.431 0.210 0.408
H -0.203 0.554 -1.728 0.594 0.476 -0.005 0.489
H -2.239 -0.415 0.849 1.114 -0.126 0.564 0.408
H 1.046 1.505 0.413 -0.725 -0.802 0.192 0.282
H 0.414 0.866 1.880 -0.184 0.640 1.584 0.290
H 1.443 -2.301 2.271 -0.700 -1.710 0.078 0.293
H 2.117 -0.716 2.480 -0.171 -0.650 -1.026 0.222
H 3.256 -0.867 0.108 -1.995 -0.322 0.154 0.279
H 2.068 -2.332 -0.278 0.523 1.630 0.862 0.230

=====

4.
20
Properties=species:S:1:pos:R:3:forces:R:3:mulliken_charge:R:1 method="wB97M-V/def2-TZVPD" e_homo_ev=-14.10 lumo_ha=-0.10682 charge=+1 e_tot_ev=-9944.9040 smiles="C[N@H+]1C=COC1(C)C"
C 1.212 -0.180 -1.585 -0.807 0.541 -3.315 -0.945
N 0.375 -0.633 -0.494 0.868 1.069 3.683 0.122
C 0.993 -1.457 0.607 1.141 -2.102 -3.651 -0.256
C 0.403 -1.257 1.746 0.615 1.715 3.247 -0.286
O -0.446 -0.207 1.739 -0.826 0.245 -0.560 -0.323
C -0.567 0.363 0.433 0.697 -0.233 -0.254 0.906
C -1.971 0.204 -0.163 -1.039 -2.561 3.947 -1.343
C 0.071 1.740 0.468 -1.641 0.325 -1.987 -1.365
H 2.118 0.277 -1.363 1.222 1.369 1.331 0.407
H 1.629 -1.039 -2.203 -1.339 0.627 0.671 0.352
H 0.562 0.544 -2.247 1.399 -1.600 1.105 0.348
H -0.268 -1.167 -0.961 -2.361 -2.054 -1.108 0.407
H 1.580 -2.301 0.187 -0.156 0.845 0.992 0.360
H 0.716 -1.485 2.820 -0.656 -0.543 -1.929 0.365
H -2.351 -0.901 -0.050 1.347 1.526 -0.894 0.345
H -1.887 0.557 -1.133 -0.778 0.722 -1.949 0.410
H -2.808 0.578 0.510 1.381 0.752 -1.099 0.371
H 0.839 1.841 1.144 2.926 -0.882 0.929 0.422
H -0.535 2.369 1.109 -1.303 0.557 -0.862 0.415
H 0.337 2.154 -0.565 -0.689 -0.318 1.705 0.289

=====

5.
20
Properties=species:S:1:pos:R:3:forces:R:3:mulliken_charge:R:1 method="wB97M-V/def2-TZVPD" e_homo_ev=-13.71 lumo_ha=-0.14213 charge=+1 e_tot_ev=-9943.6080
C -1.235 0.743 1.385 1.622 -0.123 -1.557 -0.556
C -1.205 0.778 0.052 -2.741 0.764 0.215 -0.688
C -0.164 -0.150 1.929 -1.678 -1.976 -1.191 -0.553
C -0.266 -0.118 -0.517 0.726 -4.189 -0.985 0.341
C 1.432 -1.641 0.682 1.490 0.947 0.578 -0.955
C -0.224 1.299 -2.526 -0.093 -0.477 0.294 -0.825
N 0.667 -0.362 0.688 1.111 0.732 -0.106 -0.049
O 0.356 0.219 -1.679 -0.354 0.284 0.347 -0.339
H -1.957 1.289 1.862 -1.356 1.033 1.796 0.529
H -1.946 1.310 -0.585 0.677 -0.506 0.772 0.444
H 0.555 0.119 2.645 0.249 0.888 1.468 0.459
H -0.662 -1.146 2.252 1.018 1.335 -0.646 0.259
H -0.692 -1.755 -0.582 0.418 3.854 -0.044 0.293
H 1.614 -1.763 -0.355 0.828 -0.665 -0.832 0.450
H 2.354 -1.491 1.293 -0.502 0.002 -0.782 0.349
H 0.977 -2.518 1.099 -1.056 0.008 0.098 0.345
H -0.430 2.211 -1.974 -0.059 -0.138 0.377 0.414
H -1.113 0.994 -3.107 0.371 -0.293 0.601 0.338
H 0.551 1.544 -3.217 0.581 -0.122 -0.409 0.280
H 1.390 0.438 0.657 -1.253 -1.359 0.006 0.464

=====

6.
21
Properties=species:S:1:pos:R:3:forces:R:3:mulliken_charge:R:1 method="wB97M-V/def2-TZVPD" e_homo_ev="-13.77 / -13.77" lumo_ha="-0.18300 / -0.18299" charge=+1 e_tot_ev=-11991.6643 smiles="CC1(C)CCC(O)=[N+]1O"
C 0.391 0.415 -1.695 -0.004 -0.221 0.229 -1.554
C -0.057 -0.468 -0.530 -0.041 -0.071 -0.871 1.322
C -0.167 -1.929 -0.970 -0.004 0.182 0.086 -1.725
C -1.369 0.028 0.109 0.396 -0.282 0.099 -0.969
C -1.034 1.163 1.102 -0.815 0.310 0.087 -0.600
C 0.356 1.017 1.466 1.677 -4.441 -2.838 0.451
O 1.138 1.500 2.316 0.176 0.093 0.111 -0.326
N 0.892 -0.437 0.576 -1.556 3.992 4.054 -0.074
O 2.203 -0.459 0.273 0.508 0.259 -0.501 -0.373
H -0.263 0.264 -2.546 -0.121 0.028 -0.113 0.436
H 1.402 0.156 -1.992 0.096 0.003 -0.067 0.393
H 0.374 1.465 -1.419 0.014 0.267 0.011 0.388
H 0.775 -2.262 -1.396 0.064 -0.037 -0.065 0.394
H -0.941 -2.024 -1.725 -0.092 -0.030 -0.122 0.381
H -0.417 -2.568 -0.127 -0.033 -0.057 0.074 0.463
H -1.841 -0.794 0.647 0.011 0.056 0.020 0.384
H -2.057 0.368 -0.662 0.027 0.016 0.043 0.414
H -1.700 1.156 1.974 0.122 0.098 0.004 0.426
H -1.166 2.149 0.634 0.176 0.009 0.085 0.367
H 0.796 2.150 2.966 -0.179 -0.106 -0.239 0.419
H 2.686 -0.889 1.000 -0.423 -0.068 -0.087 0.383

=====

Across the entries above, molecular weight takes the values 114.2; 114.2; 114.2; 114.2; 114.2; 130.2 g/mol, respectively.